# 1
A cluster of 7 separate species, C12H29F3N2O14S2 in total at a distorted geometry, computed with wB97M-V/def2-TZVPD.

Output
Gap between HOMO and LUMO ... 2.20 eV
E_tot ... -2733.0460 Ha

The geometry in ORCA input format:
```
! RIJCOSX wB97M-V def2-TZVPD def2/J DEFGRID3
* xyz -2 1
N 9.12237 15.20795 16.71612
H 8.98700 15.97597 16.07431
H 8.75667 14.41698 16.20549
H 8.55415 15.26066 17.54946
H 10.11885 15.06076 16.78997
N 4.23506 13.34591 16.32958
H 4.86179 12.57252 16.15884
H 4.45597 14.26380 15.97075
H 4.30077 13.39980 17.33600
H 3.31476 13.01221 16.08092
C 7.50821 10.28309 16.25728
O 8.02712 9.97703 17.35256
O 7.69189 11.39263 15.74307
O 6.35466 9.87002 16.22480
C 6.22575 13.21475 20.74841
O 5.16645 13.00874 20.13381
O 7.06294 13.88493 20.21959
O 6.52664 12.39503 21.57602
O 0.61577 17.75560 22.86213
S 1.16283 16.77782 21.96070
O 1.18300 15.33961 22.29753
O 0.37001 16.91539 20.44137
C 0.42752 15.79026 19.61414
C 0.19085 16.16411 18.12815
C 2.73958 17.41010 21.20449
H -0.23865 15.00456 19.97052
H 1.43752 15.39176 19.71008
H -0.84898 16.41055 17.91341
H 0.29333 15.32620 17.43858
H 0.83926 17.00566 17.88432
H 3.25859 16.58951 20.70915
H 3.37875 17.62588 22.06064
H 2.57022 18.29968 20.59780
O 1.38381 11.21983 14.06216
S 0.89149 10.25749 13.03018
O -0.56222 10.08452 12.89607
O 1.50862 10.78157 11.56371
C 2.94386 11.03707 11.53767
C 3.31061 11.46092 10.19400
C 1.61717 8.63068 13.07286
H 3.59821 10.28921 11.98559
H 3.11830 11.96504 12.08220
H 4.36220 11.22937 10.02478
H 2.99331 12.48010 9.97325
H 2.84132 10.83118 9.43816
H 1.39027 8.21472 12.09123
H 1.15047 8.02604 13.85048
H 2.67128 8.69735 13.34215
C 8.07770 14.63375 10.53831
C 7.20322 14.95285 11.76981
O 6.85929 16.32674 11.60964
C 5.76006 16.82532 12.27069
O 5.07679 16.11863 13.02691
C 5.36510 18.24721 11.87151
F 4.02918 18.26582 11.67987
F 5.75477 19.12629 12.77467
F 5.87832 18.60950 10.67202
H 8.18452 13.56835 10.33433
H 9.06572 15.08959 10.60250
H 7.57234 15.01287 9.65006
H 7.85116 14.83874 12.63886
H 6.38899 14.23126 11.70321
*
```

=====

# 2
The ion C17H28N3O3S with charge +1 at a distorted geometry, computed with wB97M-V/def2-TZVPD.

Output
SMILES ... CN(C)S(=O)(=O)c1cccc(NC(=O)C[NH2+]CC2CCCCC2)c1
Gap between HOMO and LUMO ... 10.23 eV
E_tot ... -1452.5451 Ha

The geometry in ORCA input format:
```
! RIJCOSX wB97M-V def2-TZVPD def2/J DEFGRID3
* xyz 1 1
C 0.98697 0.88984 -4.96758
N 0.63714 -0.04645 -3.92764
C 0.05643 -1.30371 -4.32509
S 0.23463 0.57127 -2.47098
O 0.14117 -0.50727 -1.50810
O 1.10890 1.65138 -2.14333
C -1.46832 1.20222 -2.44384
C -2.44602 1.13265 -3.41415
C -3.75699 1.44390 -3.06837
C -4.10526 1.71256 -1.75397
C -3.11472 1.74529 -0.77983
N -3.39237 1.88935 0.59886
C -2.81348 1.15182 1.55539
O -2.77468 1.44727 2.73370
C -2.21771 -0.22807 1.17513
N -1.15718 -0.47248 2.16672
C 0.17887 0.04230 1.75668
C 1.27787 -0.44114 2.70301
C 1.47994 -1.95563 2.60061
C 2.61304 -2.40913 3.52020
C 3.90907 -1.68807 3.16774
C 3.71672 -0.17897 3.26644
C 2.58470 0.27754 2.35032
C -1.79034 1.57155 -1.15471
H 1.75974 0.45409 -5.60121
H 0.12656 1.15724 -5.58983
H 1.38178 1.78073 -4.48607
H -0.18830 -1.85156 -3.41879
H 0.78730 -1.87352 -4.89985
H -0.84533 -1.17291 -4.93221
H -2.20761 0.85077 -4.42654
H -4.52434 1.42915 -3.82625
H -5.13701 1.87720 -1.48593
H -3.91784 2.69927 0.90945
H -1.82199 -0.30641 0.16441
H -3.02628 -0.95467 1.30127
H -1.49000 0.05280 3.01176
H -1.04791 -1.46691 2.39178
H 0.38695 -0.30072 0.73738
H 0.13737 1.13315 1.75832
H 1.00892 -0.18212 3.73403
H 1.72727 -2.21316 1.56878
H 0.57001 -2.50022 2.87820
H 2.74803 -3.48731 3.42795
H 2.34716 -2.19319 4.55735
H 4.70274 -2.00621 3.84360
H 4.20763 -1.95161 2.15157
H 4.63733 0.33335 2.98776
H 3.48295 0.09213 4.29812
H 2.84211 0.05985 1.31238
H 2.44907 1.35634 2.44263
H -0.98470 1.68640 -0.44727
*
```

=====

# 3
An isolated molecule of C4H7NO, computed with wB97M-V/def2-TZVPD.

Output
Gap between HOMO and LUMO ... 9.48 eV
E_tot ... -286.4667 Ha

The geometry in ORCA input format:
```
! RIJCOSX wB97M-V def2-TZVPD def2/J DEFGRID3
* xyz 0 1
C -1.96220 -0.43425 0.08754
N -1.64474 0.95964 0.28333
C -1.05241 0.26772 -0.87029
C 0.38128 -0.11767 -0.93820
C 2.31579 -0.10794 0.35359
O 0.89704 0.06301 0.25705
H -1.52598 -1.18000 0.74990
H -2.98113 -0.63792 -0.23342
H -0.92224 1.04475 0.99658
H -1.46814 0.55220 -1.83332
H 2.69318 -0.44567 -0.61316
H 2.53389 -0.82959 1.14358
H 2.73565 0.86573 0.61683
*
```

=====

# 4
A cluster of 4 separate species, C11H23Cl8IN4OP in total at a distorted geometry, computed with wB97M-V/def2-TZVPD.

Output
Gap between HOMO and LUMO ... 7.56 eV
E_tot ... -5047.4689 Ha

The geometry in ORCA input format:
```
! RIJCOSX wB97M-V def2-TZVPD def2/J DEFGRID3
* xyz 1 1
N 3.95057 -1.90088 0.69174
C 3.31843 -3.04656 1.42503
C 2.08991 -3.59613 0.55178
N 1.99071 -5.02103 0.30041
N 0.82756 -5.17116 -0.42475
C 0.13286 -3.94126 -0.70663
N 0.95076 -2.91202 -0.06053
P 0.59516 -1.16407 -0.00340
O -0.93843 -1.11965 0.82192
I 0.26644 -0.25198 -2.31948
H 4.84333 -2.27430 0.30591
H 3.39092 -1.64491 -0.14068
H 4.14271 -3.86117 1.52601
H 2.97809 -2.79585 2.49387
H 0.40746 -6.04270 -0.79802
H -0.83328 -3.71501 -1.27403
H -1.32763 -2.01560 0.61004
Cl -0.71961 0.10073 -5.63929
C -0.02609 1.34784 -6.70662
C 1.46755 1.50685 -6.50284
Cl 1.85618 2.22307 -4.91840
H -0.55909 2.28314 -6.52525
H -0.22933 1.03416 -7.73293
H 1.87584 2.17732 -7.26197
H 1.98800 0.54994 -6.57869
Cl -1.74798 0.88273 -0.59845
C -3.36352 1.57159 -0.28261
C -3.88499 2.37123 -1.46097
Cl -2.96585 3.87663 -1.70985
H -3.30095 2.18122 0.62139
H -4.03153 0.73074 -0.08022
H -4.92305 2.66019 -1.28242
H -3.84717 1.79463 -2.38759
Cl 1.70975 -0.67555 6.25799
C 0.85516 -2.18742 5.86648
C 1.27027 -2.74555 4.51942
Cl 0.70555 -1.72762 3.16771
H -0.21798 -1.99047 5.90685
H 1.09996 -2.90251 6.65507
H 0.82989 -3.73481 4.37582
H 2.35541 -2.84166 4.44181
Cl -3.13887 4.02135 2.65903
C -2.34029 5.20082 1.58747
C -0.85967 5.33318 1.88482
Cl -0.55673 6.11270 3.45750
H -2.85830 6.15638 1.69028
H -2.48270 4.84452 0.56456
H -0.38387 5.95763 1.12553
H -0.36158 4.36129 1.88721
*
```

=====

# 5
A structure of composition C24H35N5O2S3W, computed with wB97M-V/def2-TZVPD.

Output
Gap between HOMO and LUMO ... 6.91 eV
E_tot ... -2620.9925 Ha

The geometry in ORCA input format:
```
! RIJCOSX wB97M-V def2-TZVPD def2/J DEFGRID3
* xyz 2 1
W 1.00495 -0.31381 -0.06482
C 3.27892 -0.60295 -0.24866
C 2.83942 -0.63428 1.12284
C 1.97241 -1.77977 1.27800
C 1.95193 -2.46287 0.00173
C 2.75612 -1.74707 -0.91583
C 2.99711 -2.10171 -2.34431
C 1.24331 -3.75096 -0.25808
C 1.39107 -2.28882 2.55967
C 3.33956 0.23491 2.23874
C 4.25935 0.36631 -0.83749
H 3.93814 -2.65124 -2.41917
H 3.07919 -1.21657 -2.97272
H 2.20344 -2.72920 -2.74239
H 1.93692 -4.57458 -0.07437
H 0.89221 -3.82974 -1.28458
H 0.39374 -3.88008 0.40955
H 2.07355 -3.00259 3.02510
H 0.43623 -2.78419 2.39243
H 1.21582 -1.47669 3.26295
H 4.22520 -0.21769 2.68806
H 2.59016 0.34220 3.02159
H 3.62287 1.22755 1.89027
H 5.26804 -0.04508 -0.76269
H 4.26435 1.31388 -0.30238
H 4.06123 0.55354 -1.89166
N -5.65569 1.35680 -3.81668
C -4.51753 0.76906 -3.41249
C -3.97578 -0.31843 -4.12985
C -2.81899 -0.92122 -3.71343
C -2.15955 -0.44622 -2.57210
C -2.68565 0.62996 -1.84298
C -3.84692 1.22596 -2.25220
S -0.73306 -1.22867 -2.06521
O 0.47714 -0.28958 -2.08886
O -0.53449 -2.44896 -2.77224
N -0.73146 -1.30509 -0.43137
C -1.74179 -1.94660 0.29768
S -2.65421 -3.28569 -0.28908
C -3.49126 -3.32135 1.20815
C -3.01419 -2.35247 2.02707
N -2.01927 -1.56678 1.50496
H -6.14575 1.03307 -4.63183
H -6.05764 2.12350 -3.30799
H -4.48808 -0.68409 -5.00990
H -2.41464 -1.76452 -4.25664
H -2.20311 0.96065 -0.93132
H -4.27093 2.04200 -1.68162
H -4.27266 -4.03910 1.39412
H -3.36566 -2.16536 3.03025
C 0.32352 2.89288 -1.38074
C 1.54867 2.52497 -0.56419
N 1.52971 2.97942 0.81634
C 0.78842 2.45458 1.79556
S -0.15273 0.98538 1.58325
N 0.73988 3.06215 2.96337
C 0.00379 2.61068 4.16122
C -1.42778 3.11432 4.17681
H 0.41709 2.49463 -2.39062
H 0.23742 3.97747 -1.44565
H -0.58971 2.50375 -0.93334
H 2.45132 2.93210 -1.01927
H 1.77697 1.43065 -0.61702
H 2.00918 3.84995 1.00124
H 1.19277 3.96304 3.04498
H 0.56404 2.98501 5.01633
H 0.04591 1.52380 4.18974
H -1.46469 4.20322 4.14638
H -1.91502 2.78783 5.09459
H -1.99280 2.71879 3.33282
*
```

=====

# 6
A cluster of 2 separate species, C2H4N4 in total at a distorted geometry, computed with wB97M-V/def2-TZVPD.

Output
Gap between HOMO and LUMO ... 8.45 eV
E_tot ... -297.4645 Ha

The geometry in ORCA input format:
```
! RIJCOSX wB97M-V def2-TZVPD def2/J DEFGRID3
* xyz 0 1
N 1.35617 0.25111 -0.79539
C 0.44346 -0.52852 -1.29249
N -1.16793 1.93514 0.15094
C -1.55841 1.28236 1.01851
N -0.10710 -1.13257 1.00708
N -0.01591 -1.40968 -0.18069
H 1.58236 0.24901 0.20396
H 1.75488 0.97876 -1.37086
H -1.92488 0.67898 1.82476
H -0.36264 -2.30458 -0.56581
*
```

=====

# 7
The ion C3H3O5S with charge -1 at a distorted geometry, computed with wB97M-V/def2-TZVPD.

Output
Gap between HOMO and LUMO ... 8.57 eV
E_tot ... -890.4813 Ha

The geometry in ORCA input format:
```
! RIJCOSX wB97M-V def2-TZVPD def2/J DEFGRID3
* xyz -1 1
C -0.29165 -1.74345 -0.24068
C 0.64279 -0.70014 1.47044
C -0.66074 -0.23702 -0.15602
O -2.60344 1.65524 0.11247
O -0.35014 -2.44845 -1.23704
O -3.25008 -0.39404 -0.91376
O -2.93447 -0.31535 1.43413
O 0.35226 -2.02391 0.94090
S -2.50475 0.20876 0.17179
H 1.66615 -0.34588 1.27833
H 0.49230 -0.64424 2.51010
H -0.27807 0.48672 -0.95826
*
```

=====

# 8
A structure of composition C22H26N4O6Pb, computed with wB97M-V/def2-TZVPD.

Output
Gap between HOMO and LUMO ... 7.45 eV
E_tot ... -1716.7298 Ha

The geometry in ORCA input format:
```
! RIJCOSX wB97M-V def2-TZVPD def2/J DEFGRID3
* xyz 2 1
Pb -0.27030 1.99166 0.94213
O 0.38946 -1.20206 3.43530
C 1.20301 -2.13845 2.87221
C 1.27327 -3.36496 3.52621
C 2.08702 -4.36622 3.03803
C 2.84948 -4.16205 1.88851
C 2.77362 -2.95534 1.23440
C 1.94283 -1.92074 1.69508
C 1.85502 -0.66283 0.93197
O 1.12370 0.29273 1.39935
N 2.52396 -0.64798 -0.20430
N 2.63515 0.46684 -0.94492
C 3.17340 0.50987 -2.13732
C 3.23353 1.86072 -2.56817
C 3.70195 2.51886 -3.71330
C 3.60859 3.89107 -3.72770
C 3.07421 4.60025 -2.63669
C 2.61026 3.97073 -1.49673
C 2.70866 2.59130 -1.51151
O 2.32771 1.74831 -0.49471
H 0.58075 -0.36930 2.97689
H 0.69953 -3.49622 4.43378
H 2.14127 -5.30973 3.56437
H 3.49926 -4.94207 1.51919
H 3.36058 -2.78891 0.34340
H 3.49566 -0.41314 -2.59007
H 4.12452 1.96935 -4.54242
H 3.96350 4.44347 -4.58603
H 3.03740 5.68023 -2.68603
H 2.22899 4.52864 -0.65363
C -2.91088 -2.32958 3.24383
N -2.79951 -0.87653 3.10257
C -3.25560 -0.06372 4.23353
C -2.18174 -0.33103 2.08391
O -2.00052 0.91839 1.99204
C -1.63672 -1.24311 0.98793
O -1.10648 -0.47377 -0.07721
C -1.88196 -0.40281 -1.25067
C -1.73471 0.98837 -1.84137
O -1.03452 1.84416 -1.23714
N -2.34332 1.25071 -2.97617
C -2.26143 2.57540 -3.59406
C -3.19358 0.26523 -3.64744
H -3.58760 -2.53585 4.06728
H -1.93802 -2.76811 3.46957
H -3.32876 -2.78285 2.34635
H -4.27964 -0.34121 4.47479
H -3.21450 0.98528 3.96922
H -2.61724 -0.25467 5.09617
H -2.40014 -1.93750 0.63345
H -0.82432 -1.83025 1.41719
H -2.93886 -0.61620 -1.06315
H -1.51617 -1.13696 -1.97508
H -1.63000 3.21990 -2.99462
H -3.26087 3.00298 -3.66462
H -1.84419 2.47414 -4.59506
H -2.69433 -0.69819 -3.73362
H -3.39780 0.62522 -4.65133
H -4.14257 0.14851 -3.12360
*
```